The following is a quantum chemistry calculation of a structure of composition C15H49BClMnO16P at a distorted geometry, from the Open Molecules 2025 dataset.

Last column: Mulliken spin population.
CARTESIAN COORDINATES (ANGSTROEM)
H 3.25878 2.99355 4.87521  0.000
O -5.41927 -3.83842 -4.25859  0.000
H -4.60056 -2.41438 -8.35760  0.000
H 5.85622 -2.11837 -4.92168  0.000
H 6.70706 5.99189 0.35432  0.000
H 4.44152 -6.74860 0.57070  0.000
O -5.34368 -1.54224 -5.34572  0.000
O -3.11512 -2.59534 -4.42295  0.004
C -6.62088 -1.65506 -5.83271  0.000
H 0.47160 -0.45827 1.80922  0.019
C 5.82425 5.35920 0.26238  0.000
H 7.03278 3.99067 0.98786  0.000
O 4.55515 4.45971 6.69668  0.000
H -5.99437 3.96156 -1.93172  0.000
C 3.50719 3.58829 6.97067  0.000
H -4.04638 -2.47926 6.78097  0.000
O 2.46339 1.51434 6.06140  0.000
H 5.35986 -3.05747 -3.63473  0.000
H -2.43125 4.49917 -1.72633  0.000
C -3.76165 -2.69032 -7.71870  0.000
H -2.88979 -1.41533 4.41890  0.000
H -3.26084 -1.80994 -7.31596  0.000
H -5.28504 -4.38221 -2.23355  0.000
O -3.44411 -2.05629 4.87000  0.000
H 5.30707 -0.04855 -1.54075  0.000
H 5.79316 0.04260 -3.60397  -0.001
O 6.09993 4.21565 0.95978  0.000
O 3.89482 -1.92731 -4.40004  0.010
H 4.44141 1.97353 5.65148  0.000
H -4.72063 5.80416 -0.73218  0.000
C 4.50120 6.03434 0.58443  0.000
O 2.65844 -7.89149 0.75844  0.000
H 3.45192 -4.79205 1.60671  0.000
Cl 0.70821 2.52451 -4.45854  0.058
H 2.28273 -8.31877 1.53167  0.000
H -6.81579 -1.07986 -6.73784  0.000
H 4.35321 6.87655 -0.09150  0.000
H -0.71958 0.82174 2.04822  -0.132
H 3.63520 6.87285 2.10191  0.000
C -4.35766 -0.30573 6.30424  0.000
O 2.03472 -5.29518 0.20907  0.006
O -3.49022 0.79402 5.89843  0.000
O 4.53079 6.61268 1.87427  0.000
C -4.23311 5.09257 -1.39857  0.000
C -5.63947 -3.58976 -2.89269  0.000
H -6.97777 -2.67395 -5.98298  0.000
H 6.83451 -1.13414 -2.86207  0.000
H -7.28857 -1.35551 -5.02489  0.000
B -0.24554 0.18233 1.31974  -0.175
H 3.68315 5.31930 0.67175  0.000
H 4.17032 -7.13989 2.13389  0.000
C 3.49734 2.49358 5.81395  0.000
H 2.05920 1.30298 5.21667  0.000
H -4.33185 5.54898 -2.38348  0.000
H -4.54852 3.00984 -2.11685  0.000
C -3.61467 -1.65601 6.21176  0.000
H -4.37380 2.89819 0.00084  0.000
Mn 1.03959 -0.98213 -2.08806  5.282
H 2.56871 4.14013 7.02383  0.000
H 4.52783 5.01838 5.91647  0.000
C 3.59445 -6.91837 1.23534  0.000
O -4.33947 -3.43687 -6.66294  0.000
H -3.04748 -3.22616 -8.34394  0.000
C -5.02997 3.74514 -1.47216  0.000
H 2.07864 -5.69337 2.25697  0.000
H 3.92184 -1.79897 -5.35104  0.000
O -2.87061 5.00491 -1.03873  0.000
H 0.27479 0.87248 0.67383  -0.105
H 1.63400 -6.12342 -0.06485  0.000
P -4.41367 -2.88407 -5.09005  0.000
H -5.29411 -2.63235 -2.50257  0.000
H -3.11544 0.55275 5.04818  0.000
C 5.23611 -2.04844 -4.02799  0.004
H -5.24899 -0.39618 5.68340  0.000
C 5.79826 -0.94466 -3.14203  0.000
H 3.63797 3.09570 7.93418  0.000
H -6.71035 -3.47032 -2.72823  0.000
H 5.90328 5.01990 -0.77045  0.000
H -0.94642 -0.38907 0.73109  0.021
O 4.90652 -0.74349 -2.06821  0.010
H -2.67358 -1.48384 6.73408  0.000
C 2.75113 -5.60194 1.40404  0.000
O -5.26738 3.16726 -0.22439  0.000
H -4.76032 -0.15187 7.30539  0.000

The multiplicity is 6. For the gap between HOMO and LUMO (spin up / spin down), the calculation gives 3.5 / 4.2 eV. The expectation value of S² is 9.04.

---

The following is a quantum chemistry calculation of a cluster of 7 separate species, C15H49N4O6 in total at a distorted geometry, from the Open Molecules 2025 dataset.

Last column: Mulliken charge in e.
CARTESIAN COORDINATES (ANGSTROEM)
H 3.96867 -31.77702 18.14863  0.132
N 2.66297 -33.86465 21.63194  -0.518
H -3.10072 -27.41524 19.40983  0.549
H 1.72669 -27.69841 23.66246  0.387
O 1.25535 -29.52698 23.36609  -0.416
C -2.40943 -30.55652 18.52028  -0.757
H 0.30864 -27.98655 22.50469  0.170
H -1.08247 -35.24055 25.01496  0.690
H 3.96518 -34.34908 23.07566  0.569
O -1.93970 -35.27577 23.23182  -0.348
H -1.66678 -36.71355 24.67557  0.345
H 1.10874 -29.50665 24.26229  0.243
O 0.66231 -33.28419 17.61268  -0.348
N -1.90250 -32.20252 21.16386  -0.320
C -3.30636 -28.30686 18.95388  -1.500
H -4.74289 -32.65226 18.33714  0.480
H -0.01607 -32.94915 15.86462  0.313
C 4.26720 -30.72763 18.08301  -0.537
H -4.34856 -28.79071 18.99314  0.296
H -2.37848 -31.54481 21.63322  0.276
H -0.35614 -33.84345 22.89937  -0.132
H 1.86261 -32.66891 23.93587  0.218
N -0.93672 -28.79010 19.23318  -0.533
H -4.07863 -32.24860 16.92215  0.311
H 0.39773 -30.74142 20.88137  0.260
C -1.42538 -33.98820 22.95059  -0.242
C 3.89516 -32.13939 22.67925  -1.181
H -2.28145 -32.00857 20.21961  -0.300
H 4.18703 -29.39251 19.47693  0.283
C -2.14620 -33.62499 21.57389  0.201
H -1.54812 -35.42924 20.71915  0.584
C 1.35626 -28.19717 22.77093  -0.448
H 1.32198 -30.90660 19.56801  0.390
H -1.82293 -34.28844 19.43629  0.246
H -3.31507 -33.40258 18.27787  0.031
H -1.72711 -33.19376 23.61024  0.449
C -1.47998 -34.44928 20.39222  -1.620
C -2.22462 -29.33283 19.44722  0.169
H -0.52189 -34.23831 20.38725  0.302
H 1.68105 -32.88640 26.74646  0.255
O -3.60891 -31.15294 18.86701  -0.437
H -0.03998 -35.89679 24.09354  0.184
H -3.17386 -33.42834 21.73548  0.569
H 1.21773 -34.00040 17.48032  0.232
H 1.64401 -34.53893 26.42971  0.323
H 1.91886 -31.47599 20.76711  -0.197
H 2.53245 -34.94198 21.72855  0.301
C 2.32348 -33.82410 26.39705  -0.759
H 1.69168 -34.39975 23.82963  -0.307
H 1.86528 -32.40269 16.01159  0.245
H 0.30320 -31.44128 16.75377  0.124
C 0.72773 -32.45193 16.47736  -0.521
C 2.39146 -33.60520 24.08532  0.206
H -1.74929 -31.33475 18.73340  0.650
H 4.56778 -32.02697 21.68807  0.242
O 3.72339 -30.26720 19.38468  -0.462
H 3.16083 -31.32399 22.80990  0.197
H -2.58547 -29.53569 20.40084  0.203
C -1.22605 -35.76817 24.33220  -1.157
H 5.26358 -30.40281 18.19050  0.408
H 2.87614 -34.28946 27.37450  0.280
H -0.87898 -27.80248 19.68490  0.339
H 0.36433 -32.29514 20.03941  -0.158
H 4.66440 -31.88006 23.58250  0.315
C -3.87522 -32.22333 18.06228  -0.618
N 0.98113 -31.36809 20.35408  0.491
H -0.61147 -28.48332 18.13025  0.342
H -3.15183 -28.02286 17.80466  0.275
H 3.30783 -33.82126 20.76370  0.227
H -2.33278 -30.05673 17.43591  0.526
H 3.70890 -30.31958 17.20080  0.200
C 3.33264 -33.52165 22.88002  0.068
H 1.80859 -28.52812 21.88201  0.082
O 3.16146 -33.69460 25.33439  -0.364

For the gap between HOMO and LUMO, the calculation gives 9.6 eV. The total charge is +1. For the relative energy (zero: lowest compared OMol25 entry of this formula, charge and spin), the calculation gives 169.6 kJ/mol.